Here is C11H12AgN2O2 as an isolated structure in a non-equilibrium geometry from the OMol25 dataset. Energies are from wB97M-V/def2-TZVPD.

Last column: natural (NBO) charge in e.
Element x y z (Å)
C 1.940 0.221 0.919  -0.677
C 1.922 -0.387 -0.586  0.070
O 3.353 -0.477 -0.982  -0.838
C 1.327 -1.870 -0.678  -0.102
O -0.089 -1.921 -1.071  -0.477
C -0.892 -1.229 -0.111  0.511
C -1.205 -1.863 1.302  -0.205
C -2.040 -1.036 2.297  -0.177
C -2.536 0.373 1.868  0.029
C -2.240 1.038 0.459  0.112
N -2.749 2.358 0.258  -0.305
C -2.351 2.801 -1.032  0.056
C -1.547 1.993 -2.082  0.039
N -1.067 0.679 -1.841  -0.343
C -1.407 0.213 -0.533  0.050
H 2.865 -0.175 1.454  0.244
H 1.003 -0.062 1.518  0.238
H 1.932 1.373 0.846  0.243
H 1.446 0.360 -1.313  0.226
H 3.747 0.356 -0.615  0.493
H 1.516 -2.477 0.279  0.213
H 1.889 -2.391 -1.542  0.237
H -0.826 -2.881 1.637  0.285
H -2.285 -1.408 3.357  0.291
H -3.153 0.977 2.628  0.276
H -2.661 3.870 -1.326  0.261
H -1.317 2.454 -3.106  0.263
Ag 5.425 -0.889 -2.000  0.986

Its LUMO energy (alpha / beta) is -8.39 / -9.77 eV. The HOMO energy (alpha / beta) is -15.9 / -16.0 eV. Its multiplicity is 2. The calculation puts the total energy at -22651.550 eV. The calculation puts the orbital gap (alpha / beta) at 7.519 / 6.272 eV. As for the charge: +2. Its expectation value of S² is 0.789.

Here is a 2-piece molecular cluster, C11H12Cl2FNO3 overall in a non-equilibrium geometry from the OMol25 dataset. Energies are from wB97M-V/def2-TZVPD.

Last column: natural (NBO) charge in e.
Element x y z (Å)
C 3.517 -1.912 -0.563  -0.620
C 2.324 -1.611 -1.425  -0.069
O 1.826 -0.346 -1.079  -0.502
C 0.803 0.148 -1.775  0.772
C 0.324 1.378 -1.197  -0.031
C -0.186 2.330 -2.075  0.497
C -0.170 3.832 -1.677  -0.704
O -0.697 2.088 -3.227  -0.454
O 0.261 -0.549 -2.622  -0.567
H 3.843 -2.933 -0.757  0.215
H 4.347 -1.243 -0.796  0.209
H 3.285 -1.820 0.500  0.215
H 2.599 -1.593 -2.468  0.187
H 1.536 -2.333 -1.268  0.189
H 0.978 1.807 -0.387  0.225
H 0.656 4.045 -0.957  0.214
H -0.047 4.515 -2.554  0.248
H -1.140 4.104 -1.188  0.247
Cl -1.360 -2.318 -0.359  0.062
C -1.779 -1.557 1.087  0.160
N -1.232 -0.365 1.350  -0.408
F -0.343 0.617 -0.243  -0.297
C -1.539 0.345 2.452  0.154
Cl -0.810 1.851 2.594  0.049
C -2.350 -0.189 3.405  -0.275
C -2.916 -1.465 3.221  -0.136
C -2.623 -2.177 1.998  -0.256
H -2.543 0.382 4.283  0.227
H -3.553 -1.918 3.943  0.224
H -3.010 -3.113 1.782  0.225

Its LUMO energy is -0.20 eV. The HOMO energy is -9.5 eV. The SMILES is CCOC(=O)[C@H](F)C(C)=O.Clc1cccc(Cl)n1. Its multiplicity is 1. The calculation puts the total energy at -46993.278 eV. The calculation puts the orbital gap at 9.300 eV.

Here is a single C11H12F2N2O3 molecule in a non-equilibrium geometry from the OMol25 dataset. Energies are from wB97M-V/def2-TZVPD.

Last column: natural (NBO) charge in e.
Element x y z (Å)
C 3.357 3.190 -3.816  -0.264
H 2.836 3.751 -4.594  0.185
H 4.361 2.933 -4.151  0.189
H 3.402 3.785 -2.901  0.217
O 2.654 1.980 -3.571  -0.525
C 2.018 1.876 -2.377  0.869
O 2.018 2.725 -1.522  -0.647
N 1.377 0.676 -2.342  -0.470
N 0.507 0.184 -1.408  -0.262
C 0.734 0.207 -0.151  0.273
C -0.353 -0.357 0.667  -0.080
C -1.676 -0.173 0.265  -0.179
C -2.721 -0.689 1.005  -0.189
C -2.444 -1.401 2.162  0.244
C -1.138 -1.614 2.571  -0.239
C -0.099 -1.089 1.825  -0.177
H 0.915 -1.284 2.138  0.216
H -0.942 -2.189 3.462  0.232
O -3.513 -1.894 2.945  -0.506
C -3.883 -3.152 2.709  0.794
F -4.264 -3.359 1.421  -0.349
F -2.881 -4.049 2.914  -0.351
H -4.724 -3.418 3.368  0.131
H -3.745 -0.547 0.698  0.224
H -1.869 0.383 -0.638  0.234
C 1.963 0.722 0.525  -0.704
H 2.040 1.799 0.371  0.281
H 2.847 0.272 0.071  0.229
H 1.952 0.520 1.591  0.221
H 1.270 0.212 -3.236  0.405

Its LUMO energy is 0.69 eV. The HOMO energy is -8.8 eV. The SMILES is COC(=O)N/N=C(\C)c1ccc(OC(F)F)cc1. Its multiplicity is 1. The calculation puts the total energy at -26158.915 eV. The calculation puts the orbital gap at 9.508 eV.

Here is C11H12FeNO6 as an isolated structure in a non-equilibrium geometry from the OMol25 dataset. Energies are from wB97M-V/def2-TZVPD.

Last column: natural (NBO) charge in e.
Element x y z (Å)
O 0.447 4.076 -1.635  -0.471
C 0.346 3.203 -2.349  0.480
Fe 0.796 -0.718 -2.512  0.870
C 0.336 -2.451 -3.045  0.309
O 0.188 -3.621 -2.941  -0.385
C -0.528 -0.325 -4.611  0.361
O -0.770 -0.163 -5.776  -0.367
C 2.434 -0.753 -3.197  0.420
O 3.384 -0.724 -3.857  -0.374
C -1.279 -1.036 -3.502  0.357
O -2.395 -1.281 -3.148  -0.378
H 0.552 0.030 -3.967  0.006
O 0.608 0.021 -0.747  -0.793
C 0.185 -0.170 0.447  0.741
C 1.149 -0.463 1.562  -0.507
C 1.234 0.655 2.597  -0.393
C 0.079 0.672 3.601  -0.404
C -1.303 0.879 2.985  -0.416
C -1.731 -0.247 2.022  -0.236
N -1.103 -0.107 0.688  -0.535
H 0.830 -1.389 2.058  0.242
H 2.133 -0.629 1.109  0.252
H 2.165 0.508 3.154  0.238
H 1.324 1.617 2.078  0.214
H 0.062 -0.261 4.184  0.206
H 0.248 1.482 4.322  0.235
H -2.045 0.952 3.796  0.239
H -1.335 1.846 2.461  0.215
H -1.463 -1.233 2.433  0.211
H -2.825 -0.229 1.915  0.240
H -1.726 -0.142 -0.125  0.425

Its LUMO energy (alpha / beta) is -5.21 / -6.03 eV. The HOMO energy (alpha / beta) is -11.6 / -13.0 eV. Its multiplicity is 5. The calculation puts the total energy at -59752.588 eV. The calculation puts the relative energy (zero: lowest compared OMol25 entry of this formula, charge and spin) at 0.00 kJ/mol. The calculation puts the orbital gap (alpha / beta) at 6.359 / 6.925 eV. As for the charge: +1. Its expectation value of S² is 6.128.

Here is an isolated ion of composition C11H12IN2S and charge +1 in a non-equilibrium geometry from the OMol25 dataset. Energies are from wB97M-V/def2-TZVPD.

Last column: natural (NBO) charge in e.
Element x y z (Å)
C -0.425 2.497 2.600  -0.170
C 0.263 1.549 3.335  -0.189
C -0.744 2.235 1.242  -0.209
C 0.964 0.494 2.780  -0.237
C -0.069 1.136 0.720  0.112
C 0.830 0.305 1.409  0.176
C 0.779 -0.364 -0.705  0.312
C -0.374 -0.188 -2.957  -0.331
C -0.763 1.024 -1.781  -0.083
C -1.498 -1.194 -3.204  -0.653
C 2.352 -1.501 0.765  -0.421
N -0.087 0.616 -0.595  -0.385
N 1.365 -0.571 0.455  -0.335
S 1.050 -1.071 -2.233  0.398
I -0.132 3.116 -2.290  0.132
H -0.594 3.510 3.101  0.253
H 0.480 1.660 4.337  0.231
H -1.446 2.665 0.553  0.246
H 1.301 -0.228 3.528  0.247
H 0.045 0.439 -3.824  0.267
H -1.787 1.035 -1.714  0.214
H -1.690 -1.482 -2.134  0.212
H -1.147 -2.181 -3.673  0.255
H -2.423 -0.905 -3.725  0.257
H 3.302 -1.257 0.403  0.230
H 2.356 -1.520 1.939  0.236
H 2.185 -2.524 0.510  0.237

Its LUMO energy is -3.56 eV. The HOMO energy is -12.5 eV. Its multiplicity is 1. The calculation puts the total energy at -33510.498 eV. The calculation puts the relative energy (zero: lowest compared OMol25 entry of this formula, charge and spin) at 158.22 kJ/mol. The calculation puts the orbital gap at 8.942 eV. As for the charge: +1.

Here is C11H12IrN2P as an isolated structure in a non-equilibrium geometry from the OMol25 dataset. Energies are from wB97M-V/def2-TZVPD.

Last column: natural (NBO) charge in e.
Element x y z (Å)
C 0.313 -1.688 -2.829  -0.069
C 1.624 -1.282 -3.261  -0.067
C 1.576 0.138 -3.507  -0.099
C 0.196 0.514 -3.571  -0.088
C -0.621 -0.557 -3.110  -0.050
Ir -0.071 -1.312 1.197  0.367
P 0.617 -3.260 0.727  0.164
H 0.019 -2.608 -2.357  0.253
H 2.514 -1.910 -3.186  0.263
H 2.427 0.792 -3.617  0.265
H -1.682 -0.593 -2.995  0.260
H -0.173 1.472 -3.924  0.264
H 1.662 -3.779 1.557  0.036
H 1.131 -3.676 -0.561  -0.005
H -0.395 -4.213 0.941  0.015
N -1.116 4.000 5.054  -0.297
C -1.010 3.288 4.113  0.253
C -0.874 2.392 2.989  -0.245
C -0.025 2.707 1.915  -0.190
C 0.201 1.754 0.918  -0.011
N -0.401 0.533 1.011  -0.582
C -1.321 0.246 1.987  -0.285
C -1.605 1.198 2.984  -0.094
H 0.473 3.668 1.873  0.243
H 0.876 1.892 0.084  0.205
H -1.974 -0.668 1.833  0.245
H -2.361 0.951 3.735  0.249

Its LUMO energy (alpha / beta) is -3.43 / -7.77 eV. The HOMO energy (alpha / beta) is -8.2 / -11.4 eV. Its multiplicity is 6. The calculation puts the total energy at -26692.701 eV. The calculation puts the relative energy (zero: lowest compared OMol25 entry of this formula, charge and spin) at 178.72 kJ/mol. The calculation puts the orbital gap (alpha / beta) at 4.813 / 3.670 eV. As for the charge: +1. Its expectation value of S² is 8.782.